Entry 1:
Here is a 2-piece molecular cluster, C5H15N2O2 overall from the Open Molecules 2025 dataset. Energies are from wB97M-V/def2-TZVPD.

F_max ... 1.79 eV Å⁻¹
Charge ... +1
Relative energy (zero: lowest compared OMol25 entry of this formula, charge and spin) ... 173.48 kJ/mol
DFT total energy ... -459.25169 Ha

Last columns: bonded neighbours and bond lengths (Å).
Atoms and positions in Å:
1 C -1.48 2.01 0.65  O2 1.413, C3 1.535, H9 1.089, H10 1.103
2 O -2.62 2.07 -0.19  C1 1.413, H11 0.963
3 C -0.89 0.59 0.58  C1 1.535, C4 1.508, N8 1.507, H12 1.097
4 C 0.41 0.38 1.32  C3 1.508, C5 1.512, H13 1.098, H14 1.096
5 C 1.27 -0.74 0.81  C4 1.512, N7 1.436, H15 1.107, H16 1.105
6 C 3.23 -0.53 -0.54  N7 1.266, H17 1.085, H18 1.077
7 N 1.98 -0.39 -0.39  C5 1.436, C6 1.266
8 N -0.75 0.24 -0.87  C3 1.507, H19 1.040, H20 1.031, H21 1.022
9 H -1.64 2.40 1.65  C1 1.089
10 H -0.75 2.64 0.12  C1 1.103
11 H -3.44 2.04 0.31  O2 0.963
12 H -1.74 0.03 1.00  C3 1.097
13 H 1.01 1.31 1.32  C4 1.098
14 H 0.18 0.20 2.38  C4 1.096
15 H 1.94 -1.04 1.63  C5 1.107
16 H 0.67 -1.63 0.53  C5 1.105
17 H 3.55 -0.23 -1.53  C6 1.085
18 H 3.89 -0.98 0.18  C6 1.077
19 H 0.27 0.26 -1.10  N8 1.040
20 H -1.04 -0.73 -1.04  N8 1.031
21 H -1.37 0.82 -1.44  N8 1.022
22 H -1.42 -2.81 -2.41  O24 0.983
23 H -0.46 -3.36 -1.30  O24 0.958
24 O -0.81 -2.55 -1.68  H22 0.983, H23 0.958

=====

Entry 2:
Here is a 2-piece molecular cluster, C5H15N2S overall from the Open Molecules 2025 dataset. Energies are from wB97M-V/def2-TZVPD.

F_max ... 1.52 eV Å⁻¹
Charge ... +1
Relative energy (zero: lowest compared OMol25 entry of this formula, charge and spin) ... 100.28 kJ/mol
DFT total energy ... -706.93840 Ha

Last columns: bonded neighbours and bond lengths (Å).
Atoms and positions in Å:
1 C -0.70 0.79 -0.77  C2 1.510, N4 1.509, H5 1.100, H6 1.104
2 C -1.54 1.40 -1.87  C1 1.510, S3 1.841, H7 1.101, H8 1.109
3 S -2.52 2.79 -1.18  C2 1.841, H9 1.343
4 N 0.10 -0.34 -1.37  C1 1.509, H10 1.061, H11 1.020, H12 1.043
5 H -1.31 0.34 0.03  C1 1.100
6 H 0.02 1.51 -0.35  C1 1.104
7 H -2.23 0.64 -2.27  C2 1.101
8 H -0.88 1.76 -2.68  C2 1.109
9 H -3.25 3.00 -2.29  S3 1.343
10 H 0.62 -0.83 -0.58  N4 1.061
11 H 0.78 0.01 -2.04  N4 1.020
12 H -0.53 -1.02 -1.84  N4 1.043
13 C 1.24 -2.55 1.01  C14 1.510, H17 1.110, H18 1.099, H19 1.120
14 C 0.62 -1.26 1.49  C13 1.510, C15 1.366, H20 1.086
15 C 1.34 -0.13 1.72  C14 1.366, N16 1.413, H21 1.098
16 N 0.80 1.15 2.00  C15 1.413, H22 1.026, H23 1.022
17 H 2.35 -2.49 1.05  C13 1.110
18 H 0.92 -3.40 1.63  C13 1.099
19 H 0.92 -2.80 -0.04  C13 1.120
20 H -0.45 -1.25 1.67  C14 1.086
21 H 2.43 -0.16 1.63  C15 1.098
22 H 1.40 1.70 2.63  N16 1.026
23 H -0.13 1.12 2.43  N16 1.022

=====

Entry 3:
Here is a 2-piece molecular cluster, C5H15N3 overall from the Open Molecules 2025 dataset. Energies are from wB97M-V/def2-TZVPD.

F_max ... 4.14 eV Å⁻¹
SMILES string ... CC/C=N/C.CNN
Relative energy (zero: lowest compared OMol25 entry of this formula, charge and spin) ... 334.31 kJ/mol
DFT total energy ... -363.65977 Ha

Last columns: bonded neighbours and bond lengths (Å).
Atoms and positions in Å:
1 C -0.69 1.23 -0.22  C2 1.489, N7 1.286, H12 1.101
2 C -1.75 0.76 0.71  C1 1.489, C5 1.515, H11 1.215, H13 1.090
3 C 1.39 -1.95 -0.82  N6 1.444, H15 1.093, H16 1.097, H17 1.088
4 C 1.53 1.82 -0.71  N7 1.430, H18 1.098, H19 1.090, H20 1.092
5 C -2.93 0.05 0.07  C2 1.515, H21 1.091, H22 1.089, H23 1.092
6 N 0.87 -1.17 0.28  C3 1.444, N8 1.413, H14 1.032
7 N 0.48 1.55 0.22  C1 1.286, C4 1.430
8 N 1.76 -1.08 1.37  N6 1.413, H9 1.021, H10 1.012
9 H 1.58 -1.79 2.08  N8 1.021
10 H 1.65 -0.17 1.79  N8 1.012
11 H -1.90 1.97 0.77  C2 1.215
12 H -0.84 0.97 -1.28  C1 1.101
13 H -1.38 0.35 1.65  C2 1.090
14 H -0.11 -1.40 0.52  N6 1.032
15 H 2.36 -1.54 -1.10  C3 1.093
16 H 1.53 -3.01 -0.58  C3 1.097
17 H 0.71 -1.86 -1.66  C3 1.088
18 H 1.27 1.57 -1.75  C4 1.098
19 H 2.39 1.22 -0.42  C4 1.090
20 H 1.81 2.87 -0.64  C4 1.092
21 H -3.80 0.07 0.73  C5 1.091
22 H -3.25 0.52 -0.86  C5 1.089
23 H -2.67 -0.99 -0.14  C5 1.092

=====

Entry 4:
Here is a 2-piece molecular cluster, C5H15N3 overall from the Open Molecules 2025 dataset. Energies are from wB97M-V/def2-TZVPD.

F_max ... 1.29 eV Å⁻¹
SMILES string ... C=CCN.CNCN
Relative energy (zero: lowest compared OMol25 entry of this formula, charge and spin) ... 188.97 kJ/mol
DFT total energy ... -363.71513 Ha

Last columns: bonded neighbours and bond lengths (Å).
Atoms and positions in Å:
1 C 0.37 -0.05 2.34  N2 1.482, H5 1.090, H6 1.095, H7 1.086
2 N 1.27 1.13 2.30  C1 1.482, C3 1.456, H8 1.014
3 C 0.78 2.22 1.47  N2 1.456, N4 1.456, H9 1.090, H10 1.106
4 N 0.92 1.99 0.04  C3 1.456, H11 1.020, H12 1.016
5 H 0.94 -0.76 2.94  C1 1.090
6 H -0.60 0.12 2.83  C1 1.095
7 H 0.22 -0.43 1.33  C1 1.086
8 H 1.36 1.44 3.27  N2 1.014
9 H 1.26 3.16 1.74  C3 1.090
10 H -0.30 2.36 1.67  C3 1.106
11 H 1.86 1.62 -0.10  N4 1.020
12 H 0.32 1.21 -0.19  N4 1.016
13 N 0.22 -2.56 -2.59  C14 1.480, H17 1.010, H18 1.013
14 C -0.22 -1.64 -1.52  N13 1.480, C16 1.495, H19 1.095, H20 1.087
15 C -2.24 -0.22 -1.25  C16 1.329, H21 1.080, H22 1.086
16 C -1.32 -0.77 -2.03  C14 1.495, C15 1.329, H23 1.083
17 H 1.00 -3.11 -2.25  N13 1.010
18 H 0.62 -1.98 -3.32  N13 1.013
19 H 0.61 -1.04 -1.15  C14 1.095
20 H -0.55 -2.24 -0.67  C14 1.087
21 H -2.90 0.57 -1.57  C15 1.080
22 H -2.30 -0.50 -0.20  C15 1.086
23 H -1.33 -0.51 -3.09  C16 1.083

=====

Entry 5:
Here is a 3-piece molecular cluster, C5H15N3 overall from the Open Molecules 2025 dataset. Energies are from wB97M-V/def2-TZVPD.

F_max ... 3.03 eV Å⁻¹
Relative energy (zero: lowest compared OMol25 entry of this formula, charge and spin) ... 540.23 kJ/mol
DFT total energy ... -363.58134 Ha

Last columns: bonded neighbours and bond lengths (Å).
Atoms and positions in Å:
1 C 0.16 1.08 -0.04  C3 1.387, N6 1.356, H9 1.084
2 C -1.52 -0.84 -0.38  N7 1.427, N8 1.457, H10 1.093
3 C 0.59 -0.05 -0.72  C1 1.387, C5 1.499, H11 1.080
4 C 2.43 1.48 -0.41  H19 1.086, H20 1.087, H21 1.088
5 C 1.34 -1.23 -0.18  C3 1.499, H18 1.091, H22 1.092, H23 1.089
6 N -0.16 1.18 1.27  C1 1.356, H12 1.019, H13 1.007
7 N -2.57 0.09 -0.67  C2 1.427, H14 1.014, H15 1.022
8 N -1.53 -1.35 0.99  C2 1.457, H16 1.022, H17 1.014
9 H -0.15 1.91 -0.66  C1 1.084
10 H -1.48 -1.62 -1.14  C2 1.093
11 H 0.54 0.03 -1.79  C3 1.080
12 H -0.34 0.30 1.76  N6 1.019
13 H -0.58 2.04 1.58  N6 1.007
14 H -2.57 0.86 -0.01  N7 1.014
15 H -3.50 -0.33 -0.64  N7 1.022
16 H -2.48 -1.58 1.30  N8 1.022
17 H -0.96 -2.18 1.09  N8 1.014
18 H 2.36 -1.24 -0.58  C5 1.091
19 H 2.81 1.24 0.58  C4 1.086
20 H 3.02 1.05 -1.21  C4 1.087
21 H 2.30 2.55 -0.54  C4 1.088
22 H 0.89 -2.17 -0.51  C5 1.092
23 H 1.39 -1.23 0.91  C5 1.089

=====

Entry 6:
Here is a 3-piece molecular cluster, C5H15N3 overall from the Open Molecules 2025 dataset. Energies are from wB97M-V/def2-TZVPD.

F_max ... 1.07 eV Å⁻¹
SMILES string ... C=CN.C=N.CNC
Relative energy (zero: lowest compared OMol25 entry of this formula, charge and spin) ... 240.63 kJ/mol
DFT total energy ... -363.69545 Ha

Last columns: bonded neighbours and bond lengths (Å).
Atoms and positions in Å:
1 C -1.92 -0.61 -0.24  N3 1.446, H10 1.091, H11 1.102, H12 1.087
2 C -1.55 1.56 0.74  N3 1.446, H9 1.090, H13 1.092, H14 1.102
3 N -1.02 0.23 0.53  C1 1.446, C2 1.446, H20 1.015
4 C 1.28 0.20 -1.31  N5 1.382, C6 1.327, H23 1.082
5 N 1.69 1.18 -0.44  C4 1.382, H7 1.013, H8 1.011
6 C 0.72 0.41 -2.50  C4 1.327, H15 1.075, H16 1.077
7 H 1.28 2.09 -0.64  N5 1.013
8 H 1.54 0.93 0.53  N5 1.011
9 H -0.85 2.13 1.35  C2 1.090
10 H -2.03 -0.18 -1.24  C1 1.091
11 H -2.92 -0.71 0.21  C1 1.102
12 H -1.48 -1.60 -0.34  C1 1.087
13 H -1.66 2.05 -0.23  C2 1.092
14 H -2.54 1.57 1.24  C2 1.102
15 H 0.51 -0.40 -3.18  C6 1.075
16 H 0.48 1.40 -2.84  C6 1.077
17 C 1.51 -2.11 1.29  N18 1.250, H21 1.083, H22 1.094
18 N 1.11 -1.31 2.17  C17 1.250, H19 1.021
19 H 1.85 -0.82 2.68  N18 1.021
20 H -0.80 -0.22 1.41  N3 1.015
21 H 0.76 -2.65 0.73  C17 1.083
22 H 2.55 -2.33 1.04  C17 1.094
23 H 1.52 -0.80 -0.99  C4 1.082